Record 1
Formula: C32H52N2O8
Source: the Open Molecules 2025 dataset
Level of theory: ωB97M-V with the def2-TZVPD basis set

```
94
Properties=species:S:1:pos:R:3:forces:R:3
H 7.277902 -1.690675 -0.619916 0.1 0.0 0.0
H 2.579122 1.222770 -2.965980 0.1 -0.1 -0.1
H -2.382212 1.816899 -2.618034 0.0 0.2 0.0
H 4.966819 1.267668 -0.337529 0.1 0.0 0.0
H 0.239981 1.650926 4.381331 0.0 0.1 0.1
H -2.996278 -7.193950 -3.410816 0.0 0.0 0.0
H -3.037104 1.943509 -1.012494 -0.1 -0.1 0.1
H 0.980242 3.834473 7.185824 0.0 0.0 0.0
H -1.442840 0.611589 -4.094775 0.0 0.1 0.0
C 1.446459 2.685166 -1.839836 0.3 -0.4 -0.1
C 2.686835 2.260286 -2.652818 0.0 0.4 0.1
C 6.181243 -0.510886 -1.996750 0.1 0.2 0.1
H 3.180029 1.492108 9.438264 0.0 0.0 0.0
O 6.000577 -1.380449 -2.787967 0.0 -0.3 -0.3
C -1.422936 -3.168109 -3.404463 0.0 -0.2 0.1
H -1.558987 0.437110 3.402647 0.0 0.0 0.1
C 0.542149 4.645160 7.772455 0.0 0.1 0.0
C -0.890595 1.855738 -1.064821 0.1 0.1 0.0
C -0.433253 3.034765 9.206738 0.0 0.1 0.1
H 1.692082 2.641796 -0.776052 0.0 0.0 0.1
C -1.430938 -0.445120 -3.871293 -0.3 0.1 0.4
C -0.854267 -2.675174 -4.565762 0.0 -0.1 0.0
C -0.869121 -1.312450 -4.787993 0.2 0.0 -0.4
H -0.155703 0.966447 9.661174 0.0 0.0 0.0
H -2.766626 -4.516974 -6.389044 0.0 0.0 0.0
H 2.656062 3.126304 8.952961 0.0 0.0 0.0
H 1.392638 5.269672 2.638021 0.0 0.2 0.0
N 0.431553 -1.307301 -0.261306 0.0 0.0 0.1
H -1.454052 -4.229065 -3.199281 0.1 -0.1 -0.1
C -3.956659 -8.182359 -5.039263 -0.1 -0.1 0.0
H 4.752007 2.905753 -2.545164 0.1 0.0 0.0
C -1.981823 -0.928867 -2.685367 0.2 0.2 -0.2
H -0.428541 -0.918977 -5.693948 0.0 0.1 -0.1
H 2.727712 2.872573 -3.552121 -0.1 -0.1 -0.2
H 3.213337 1.967154 7.727923 0.0 0.0 0.0
H -3.707891 -0.128967 -1.790972 -0.1 0.1 0.1
H 0.651759 4.019105 1.627549 -0.1 0.1 -0.1
H 0.443249 1.654715 0.586710 0.1 0.0 -0.1
H -4.515944 -8.830298 -4.357193 0.0 0.0 0.0
C 2.666636 2.072667 8.663733 0.0 0.0 0.0
O -0.889144 3.081893 3.412789 0.1 0.0 0.0
O -2.744561 -6.079464 -5.096709 0.0 0.0 0.0
H -0.988007 2.847486 8.281696 0.0 0.0 0.0
H -0.211184 5.540344 1.896009 0.0 0.0 -0.1
C 0.040424 -0.246899 -0.057272 0.0 0.0 -0.1
O 5.689530 0.752427 -2.218113 -0.2 0.0 -0.1
C -0.043027 1.935718 3.365088 0.1 -0.2 0.1
H -0.378036 4.975709 7.285297 0.0 0.0 0.0
H 3.853556 0.354683 -1.363587 0.0 -0.1 0.0
C -2.286754 1.424408 -1.605898 0.2 -0.1 0.0
N -1.208380 4.355852 -0.328975 0.0 0.0 -0.1
H -0.405015 -3.336734 -5.291891 0.0 -0.1 0.0
C -0.207190 4.266516 3.582891 -0.2 -0.1 -0.1
C -4.111113 -7.933451 -7.392498 0.0 0.0 0.0
C -0.783376 0.785610 2.722040 -0.2 0.0 -0.1
C 7.015853 -0.647881 -0.760325 0.0 -0.2 0.2
H -1.856444 2.132094 1.459022 -0.2 0.0 -0.1
C -1.440127 1.128540 1.383871 0.2 -0.1 0.2
O -0.227167 4.819886 4.635960 0.0 0.3 0.3
H -0.071205 -0.033941 2.605288 0.0 -0.1 0.0
H -2.238401 0.411557 1.221028 -0.2 0.1 -0.2
H -2.390127 -2.703672 -1.569542 0.0 0.0 0.1
C -2.628791 -0.061279 -1.629331 -0.1 0.0 -0.3
H -3.702311 -4.251938 -4.906206 -0.1 0.0 0.0
H -3.835209 -8.957318 -7.667405 0.0 0.0 0.0
O -4.791577 -7.910216 -6.152019 0.0 0.0 0.0
H -1.158105 3.146610 10.019630 0.0 0.0 0.0
C -3.440422 -4.986163 -5.674310 0.1 -0.1 0.0
H 7.920162 -0.052401 -0.867196 0.0 0.1 0.0
H 1.241978 5.478579 7.804833 0.0 0.0 0.0
H 0.889359 2.150654 2.831516 0.0 0.2 -0.1
C 0.225876 1.814950 -2.136614 -0.2 0.3 -0.1
C 0.453142 4.808748 2.347575 0.3 -0.4 0.2
C 0.463704 1.856539 9.512560 0.0 -0.1 -0.1
H -3.057751 -8.720012 -5.356860 0.0 0.0 0.0
H 3.868469 3.124798 -1.057804 0.0 0.1 0.0
H 0.529077 0.782399 -2.298597 -0.1 -0.1 0.0
C 4.610880 1.142759 -1.362776 -0.1 0.2 0.1
H 1.218794 3.720761 -2.082888 -0.1 0.1 0.3
O 0.294632 4.245591 9.111443 0.1 -0.1 0.0
H -4.793937 -7.541389 -8.144194 0.0 0.0 0.0
H -4.464923 -6.384306 -3.983151 0.0 0.0 0.0
C -1.967364 -2.299680 -2.481133 -0.1 -0.1 0.2
H 6.476407 -0.293150 0.115020 0.0 0.1 0.1
C -1.051428 3.263512 -0.647307 -0.1 0.1 -0.1
H -3.211181 -7.313823 -7.369946 0.0 0.0 0.0
H 1.017793 2.042310 10.437984 0.0 0.0 0.0
H -4.338193 -5.322851 -6.197864 0.0 0.0 0.0
C -3.566135 -6.920066 -4.304683 0.1 0.0 0.0
C 4.013654 2.441571 -1.894992 -0.1 -0.1 0.0
H -2.453880 -0.525676 -0.661957 0.0 0.0 0.1
C -0.436225 1.111283 0.224290 0.1 0.2 0.2
O 1.358920 1.579150 8.446619 0.0 0.0 0.0
H -0.228186 2.164651 -3.064812 0.1 -0.1 -0.1
```
Forces are in eV/Å.

Computed properties:
net charge: 0
HOMO level: -9.098 eV
max |F|: 0.0108 Eh/bohr
E_LUMO: 0.01277 Eh
HOMO-LUMO gap: 9.445 eV
total energy: -1961.8493 Eh

Record 2
Formula: C59H137F3N10O11
Source: the Open Molecules 2025 dataset
Level of theory: ωB97M-V with the def2-TZVPD basis set

```
220
Properties=species:S:1:pos:R:3:forces:R:3
H 8.266095 -8.423232 0.538754 0.5 0.0 0.0
H -2.321235 4.908258 -3.625516 -0.5 0.1 0.1
H -7.741205 -4.265392 0.640444 -1.0 0.4 -0.1
H 2.431015 -2.190382 -0.217026 -0.8 -0.4 0.0
H -2.226545 -2.719472 2.649224 -0.7 0.1 0.1
H -4.630695 -2.595932 4.150224 0.1 -0.2 -1.1
C 6.714725 -7.180002 -0.100706 0.8 0.9 0.2
H 2.365835 1.965098 4.894214 0.0 -0.1 0.0
C 2.946045 6.097548 0.375474 2.3 6.6 -6.0
H -0.483955 2.770438 -5.475856 0.0 0.1 -0.4
C -4.919315 -0.770452 1.484664 -1.5 -1.2 -0.5
H 4.861305 -5.125042 -0.009516 0.3 -0.3 -0.1
H 1.260595 -4.387692 -0.297526 0.0 0.2 -0.2
H -4.779785 -1.012362 -4.818386 -0.2 0.8 0.4
O -3.078625 0.114188 -4.397326 0.6 -0.7 -0.7
C 3.629195 2.115088 -3.573956 0.2 0.8 0.4
H 5.302485 -2.228832 -5.235626 0.1 0.1 0.2
N 0.413355 1.178788 -3.599886 0.4 -0.9 0.1
H 4.069345 1.016198 2.502564 -0.4 0.7 -0.4
H 0.249105 -0.803822 6.118274 0.3 -0.2 0.3
C -0.860805 5.763538 2.664374 -0.3 1.4 -0.3
C 4.196305 3.909568 4.581134 0.9 -0.1 0.5
H 9.045005 -0.858992 -2.228616 -0.5 -0.3 0.3
H -4.924595 -0.041532 0.674264 0.2 -0.2 -0.4
H 2.332785 4.588778 0.799824 -1.3 -1.6 0.3
H -0.847235 5.166968 -0.067096 -0.2 0.1 -0.1
N -2.794465 6.173538 -0.348326 -0.8 0.4 -1.9
H 3.122325 2.445938 -4.480446 0.1 0.2 -0.1
H -3.899245 -0.971102 1.812204 -0.1 0.0 0.3
C 6.040375 -1.421562 -2.888146 0.6 2.2 0.2
H 6.258995 -7.304232 0.881624 -0.1 0.2 0.1
H -1.539365 -3.152112 5.467244 0.8 0.7 0.9
C 2.144835 -5.342062 -2.552716 0.8 -0.2 -0.5
H -6.494905 3.102608 -4.056996 0.2 0.1 0.1
H 0.430115 -6.539482 -2.295296 -0.3 -0.1 0.1
H 1.338595 -6.111752 -0.182286 -0.1 0.0 0.8
C -1.614035 5.843168 0.281014 1.6 -1.4 -1.3
H -1.296555 6.122878 -2.883056 0.0 0.0 0.5
H 2.803245 -0.931462 -1.257336 0.3 0.6 0.0
H 8.137225 0.140648 -3.378786 0.6 0.2 -0.4
F -2.069915 2.603298 0.976784 -0.1 -0.1 -0.3
H 2.052955 -5.566882 -3.615306 0.7 0.2 -0.2
H -3.970875 1.882708 -3.773896 0.1 0.1 -0.4
H -3.958145 3.311078 3.684174 -0.5 0.0 0.5
C -3.190745 5.728048 -1.747346 0.9 1.2 0.2
C 1.435335 -0.295112 0.337664 -1.0 -0.5 -1.1
H 3.161385 1.152588 -3.366996 0.2 0.0 0.5
H 8.937135 -9.176652 -1.872486 -0.3 -0.5 0.0
C -3.529455 6.901948 0.555074 -0.7 0.1 1.0
H -3.489335 -4.785272 3.258674 -0.1 -0.3 0.0
N 4.191245 3.032418 -1.208346 1.3 -0.5 1.3
H -0.943555 -6.305442 0.381974 0.1 -0.2 0.3
C -4.288175 -3.455242 4.726734 -0.6 1.8 0.1
H 2.263525 -0.034462 0.996654 0.0 0.6 0.2
H -3.624745 6.539388 -2.331706 -0.1 0.7 0.5
O 2.344155 6.103158 -0.725616 -4.1 -5.2 -0.3
C -3.114655 -4.203092 4.100564 -1.4 0.6 -0.4
H -1.523805 2.007128 -3.592676 0.0 0.2 0.3
C 0.711725 -5.296642 -0.543846 -0.4 0.2 0.9
H -1.823615 -0.363142 -2.917726 0.3 0.7 0.8
O 3.730585 7.098348 0.238244 2.9 -0.3 5.7
H -7.325105 -1.235602 -1.303466 0.6 0.3 -0.4
O -7.257125 0.940408 -1.448076 0.8 -2.0 -0.2
H -4.419715 3.911768 2.159314 -0.1 0.3 -0.1
H 6.766445 2.583878 4.688734 -0.1 -0.6 -0.5
H -4.485575 7.340368 0.310094 0.0 -0.2 -0.1
C -5.991655 0.909728 -2.178926 -0.3 -0.1 -1.5
H 2.533215 -4.337882 -2.382766 -0.3 0.2 -0.2
H -0.606775 -4.782292 1.179094 0.4 0.0 0.0
C 6.897125 -4.701652 0.770304 -0.9 -0.5 -2.1
H -3.145435 7.143668 2.802134 -0.4 0.6 -0.4
O 0.809225 0.799408 -0.373896 0.4 -1.3 -0.3
H 8.489445 -6.023062 0.435314 0.4 -0.4 -0.3
H 5.093285 -1.738892 -2.451776 0.1 -0.4 0.3
C -1.715235 -0.028222 -3.949316 -0.3 -0.7 1.1
H -3.951445 -1.479592 -3.310286 0.1 0.1 0.2
H 3.708195 4.215038 -2.842906 0.1 -0.2 -0.1
H 4.739755 4.755958 5.001144 0.0 0.5 -0.3
H 6.656065 -5.016412 1.785634 0.1 -0.2 0.0
H -7.748975 4.713918 1.811604 0.4 0.0 0.6
H 6.447825 2.157338 6.369574 -0.5 0.0 0.0
H -4.978465 -5.766952 -1.268576 0.6 0.1 0.8
N 4.797125 2.222768 0.807344 0.1 1.2 -2.0
O 5.744185 -0.522822 -3.973916 0.1 -1.7 -1.2
H 0.213005 0.167858 4.729504 0.1 0.0 -0.3
C -0.073785 -1.956572 4.321744 1.9 0.0 0.7
C -1.430585 -2.403052 4.682904 -2.5 -0.8 -1.4
H 5.432285 0.406048 1.628664 0.3 0.1 0.0
H -6.636585 -5.713092 -1.471676 -0.6 0.6 0.6
H 0.669125 -0.796922 0.928614 0.0 0.0 0.3
H -8.820205 -0.484712 -1.013976 0.1 0.8 0.7
H -5.077625 2.602908 -1.301576 -0.7 0.4 0.2
H 2.374375 4.296208 5.780394 0.8 -0.2 0.5
H 7.783905 -5.475532 -1.092766 -0.1 0.0 0.0
H -4.041875 -2.823342 5.580044 0.5 -0.7 0.7
C -6.345745 3.300518 -2.995546 1.6 -0.7 2.0
H -1.534285 5.444358 3.459774 -0.1 -0.1 0.2
C -7.078025 2.764418 2.542074 0.2 -0.1 1.3
H 4.430655 3.781248 3.524394 -0.1 0.4 -0.3
C 8.360375 -8.288452 -1.614476 0.4 -1.2 -1.0
H 0.495675 -2.842412 4.602984 0.7 -0.1 -0.6
H -5.621855 -0.385842 2.224004 0.7 0.2 0.4
H -3.980295 -3.268842 0.559274 -0.2 0.1 0.7
H -7.276885 3.298158 -2.428906 -0.1 0.0 -0.3
H -5.599195 -4.466022 -2.103816 -0.4 0.4 -0.2
H -5.237275 -3.941422 4.952424 0.4 -0.7 0.1
C -5.342195 2.284608 -2.309936 0.0 1.0 0.1
C -5.958965 -4.121912 0.005984 0.5 -1.6 0.4
H 6.160005 0.347408 -1.719646 0.3 0.5 -0.5
H 5.087795 -0.609972 -5.979256 0.9 0.0 0.0
H -1.273995 -4.004182 3.219024 0.6 0.1 0.0
H -9.546785 2.975058 1.665574 0.0 0.1 0.4
H 5.911415 -4.138692 -1.074706 0.0 -0.3 -0.2
H -0.285625 6.622998 3.008744 0.3 -0.4 0.5
C 7.615765 -8.415022 -0.335936 -0.2 1.2 1.8
H -0.317015 1.132498 -6.160616 -0.1 0.1 -0.3
H 7.661035 -1.848972 -0.595686 0.0 -0.3 -0.4
H 6.494235 3.826408 5.746084 -0.4 0.3 0.6
H 7.424065 -0.398452 -0.008206 -0.1 0.2 0.2
C 0.566145 -0.803612 5.075404 -0.7 0.6 0.7
H -0.172535 4.946588 2.447624 -0.3 0.1 -0.7
H -9.489385 3.838788 0.207154 0.8 0.4 -0.3
C 2.702935 4.107948 4.758284 -1.9 -1.2 -0.1
C 8.232125 -0.139902 -2.329796 -0.8 2.0 -2.1
C -2.882755 6.956338 1.771454 0.4 -0.9 -1.3
C -1.715195 -3.161742 -0.858796 1.0 -1.2 -0.9
O 2.820855 5.197108 1.359584 0.5 -0.1 -0.6
C 0.101095 1.817908 0.393044 2.6 3.1 0.5
H 7.578325 -3.851902 0.815084 -0.1 0.1 0.1
H 0.086455 -1.713392 3.271374 -0.4 -0.5 -0.3
H 2.905725 -5.987122 -2.113326 -0.1 -0.4 0.1
H -2.168685 -1.619782 4.855494 0.2 0.3 0.2
C 1.962145 -1.326012 -0.687266 0.5 1.5 -0.3
H 5.097595 -3.448702 0.250764 0.2 0.2 0.4
H -5.644085 3.987888 0.774154 0.1 0.0 -0.3
H -1.952835 1.879628 -5.929236 0.1 -0.1 -0.1
H 5.599715 1.864178 2.669854 0.0 -0.2 0.0
H 4.694045 2.014058 -3.783696 -0.1 -0.3 -0.1
H 0.434535 1.035718 -2.600296 -0.3 -0.3 0.4
C 4.963045 1.331038 1.963804 0.3 -0.1 -0.1
C 6.143425 2.812548 5.553394 -0.6 0.7 -0.9
H -5.896665 -4.727842 0.909904 0.3 -0.3 0.2
H 1.654995 -0.818492 5.027484 -0.1 0.0 0.0
C -7.558945 3.709978 1.432014 0.6 0.4 -0.4
H -6.771295 1.760368 2.248974 0.0 -0.1 -1.1
F -1.983465 0.616418 0.158194 -0.6 -1.4 0.1
H 2.618855 6.077998 4.306374 -0.1 0.5 0.6
H -2.728475 -4.892772 4.851104 0.4 -0.1 -0.1
C -2.021945 -3.286962 3.557064 0.7 -0.5 0.4
C -3.813645 -1.093622 -4.320316 0.1 -0.2 -0.9
H 5.887065 -7.073542 -0.801946 0.1 -0.3 -0.3
C -0.654215 -5.269522 0.205204 -0.8 -0.9 -1.0
H 5.867285 4.424118 -1.446346 -0.1 -0.1 0.2
C -8.857255 3.242018 0.864704 -1.1 -1.8 0.3
N -7.346075 -3.699542 -0.096966 0.1 0.8 0.5
N 2.129455 5.237858 4.032944 0.9 0.0 0.1
F -1.836655 2.276678 -1.151126 0.2 0.5 -0.6
C 5.798255 3.148448 0.376364 -1.1 0.1 -0.7
N -3.980875 2.430618 -2.925486 -1.7 -1.0 -0.3
H 1.224575 -1.432302 -1.482756 -0.3 -0.9 0.4
H 6.638265 3.539798 0.931024 -0.2 -0.5 0.4
H 2.998185 1.565228 -0.276186 -0.2 0.1 0.4
C 5.025965 -1.189532 -5.058176 -0.5 1.5 0.7
O 4.728425 2.757728 5.261874 0.8 -0.5 0.8
H -8.652295 2.269538 0.417064 -0.2 -0.1 -0.6
C 0.761805 -5.538022 -2.021126 -0.6 0.6 -0.4
C 7.553095 -5.828632 -0.087706 -0.3 -0.9 1.8
C -1.895535 -4.684632 -0.519656 -0.1 1.7 0.4
H -5.795005 4.205628 -2.739476 -0.6 0.6 -0.8
H -4.052125 5.065488 -1.662786 0.5 -0.9 0.0
H -1.126515 -0.881992 -4.284856 -0.3 -0.3 -1.4
H 0.117035 1.483978 1.430514 -0.5 -0.5 0.5
N -1.647685 6.330218 1.554464 0.3 -0.4 1.8
C -4.982625 -2.924742 0.304284 -0.9 -0.2 -2.7
H 7.061365 -9.340902 -0.182666 -0.2 -0.1 -0.7
C -5.804735 -5.058292 -1.212146 1.9 0.2 -1.0
H -1.484045 4.451288 -2.186776 0.5 0.3 -0.1
H 7.559455 -8.185362 -2.346586 0.5 0.4 -0.7
C 5.630065 -4.353062 -0.043696 -0.4 1.0 0.5
H 3.965555 -1.035132 -4.858706 -0.3 -0.8 0.4
H -8.356275 -0.475792 -2.596736 0.7 0.0 -0.5
N -6.557265 3.845468 0.366834 -0.5 0.4 0.2
H -1.979935 -2.457242 -0.070326 -0.1 -0.1 -0.1
N 6.998985 -1.086422 -0.613276 -1.1 -0.8 1.7
H -7.270345 -2.761902 0.270744 -1.0 0.4 0.3
C -0.936625 1.261058 -4.128126 -1.0 1.0 0.6
H 0.171705 -4.825112 -2.597016 -0.5 0.0 0.1
C -4.701395 3.163898 2.900574 0.6 0.1 -0.6
C 6.826415 -0.491142 -1.921686 0.1 -1.8 1.0
H -4.885675 -2.402962 -0.647796 0.5 0.1 -0.6
O -6.032295 3.275338 3.353754 0.6 0.5 0.3
H -2.757245 -4.715942 0.147104 0.1 -0.4 0.4
H -3.390695 -1.870462 -4.957286 0.8 -0.3 0.2
H -2.266635 -5.250582 -1.374096 0.6 -0.1 -0.3
H -5.261475 0.146288 -1.910406 -0.1 -0.2 1.2
C -0.938055 1.781848 -5.543556 0.4 -0.2 0.1
H 9.166975 -7.560092 -1.698046 -0.7 0.7 0.3
H -7.811735 2.527328 3.312504 -0.7 0.4 -0.2
H -4.453425 2.203898 2.447784 -0.3 -0.4 -0.1
H 8.445635 0.793678 -1.809266 0.6 -0.1 0.1
C -1.974885 5.297218 -2.667986 -1.1 -0.7 1.2
H 2.372665 3.325608 -2.219086 0.0 -0.1 0.3
O -5.636575 -2.008272 1.128744 0.7 0.5 1.2
H 6.708425 -2.239342 -3.158436 -0.2 -0.4 -0.4
C 1.918065 2.810628 4.372014 0.5 0.3 0.2
O 0.843045 3.002568 0.329824 -2.3 -2.4 -0.4
H -3.307225 1.952448 -2.344416 -0.1 0.1 0.2
C 3.875645 2.189908 -0.197166 0.4 0.4 -0.5
C 3.417235 3.218268 -2.511406 0.0 -0.2 0.9
H -2.139285 -2.888682 -1.825076 -0.7 0.1 0.2
H -0.654725 -3.054302 -1.086736 0.3 0.4 0.3
H -6.216405 0.587388 -3.195636 -0.4 0.0 -0.5
H 1.922645 2.600778 3.302414 0.1 0.2 -0.2
C -1.473545 1.835228 0.040354 2.5 0.9 1.2
H 2.443835 5.201878 3.073794 -0.4 -0.3 -0.6
C 5.426015 3.650638 -0.835276 -1.5 -1.0 0.0
H 0.871145 2.868038 4.669934 0.0 0.2 0.0
C -7.912815 -0.369162 -1.606746 -0.5 0.9 0.2
H -6.549495 3.029918 -0.228916 0.0 -0.1 0.2
H 0.964525 2.019468 -3.697646 -0.4 0.3 -0.5
```
Forces are in eV/Å.

Computed properties:
net charge: -1
HOMO level (spin up / spin down): -0.291 / -2.838 eV
max |F|: 0.1791 Eh/bohr
E_LUMO (spin up / spin down): 0.05922 / 0.05922 Eh
spin multiplicity: 2
HOMO-LUMO gap (spin up / spin down): 1.903 / 4.449 eV
total energy: -4004.5435 Eh

Record 3
Formula: C3H4F2O
Source: the Open Molecules 2025 dataset
Level of theory: ωB97M-V with the def2-TZVPD basis set

```
10
Properties=species:S:1:pos:R:3:forces:R:3
C 0.204650 0.810145 0.948423 -0.2 0.0 -0.7
H -0.707612 0.483347 1.487079 0.5 0.4 0.4
H -0.139419 1.648197 0.281086 0.7 -0.6 0.7
O 1.488716 -1.137441 0.359503 0.2 -0.3 -0.1
F 1.277593 1.145078 1.746385 -0.9 0.1 -0.1
H 0.070895 -0.547671 -1.986619 0.1 -0.7 0.6
H -0.882020 -1.630566 -0.875088 -0.4 -0.7 -0.1
C 0.561897 -0.422569 0.135673 -1.0 1.1 -0.5
F -1.437828 0.322066 -1.088285 0.2 -0.5 0.6
C -0.436872 -0.670585 -1.008157 0.7 1.3 -0.9
```
Forces are in eV/Å.

Computed properties:
net charge: 0
HOMO level: -10.343 eV
max |F|: 0.0336 Eh/bohr
E_LUMO: 0.02957 Eh
energy above the lowest of the compared OMol25 structures with the same formula, charge and spin: 55.8 kJ/mol
HOMO-LUMO gap: 11.148 eV
total energy: -391.6515 Eh